{"formula": "C3H10N2S", "method": "ωB97M-V/def2-TZVPD", "species": ["C", "S", "H", "H", "H", "C", "C", "N", "N", "H", "H", "H", "H", "H", "H", "H"], "positions_angstrom": [[-0.886, -1.104, -2.308], [-2.074, -1.581, -3.596], [-0.552, -1.973, -1.708], [0.093, -0.795, -2.740], [-1.370, -0.364, -1.664], [0.044, 0.372, 0.723], [0.681, 0.655, 1.863], [0.294, 0.290, 3.125], [0.694, 0.629, -0.554], [-0.883, -0.180, 0.713], [1.617, 1.209, 1.819], [0.425, 0.966, 3.855], [-0.611, -0.154, 3.163], [0.050, 1.084, -1.204], [0.949, -0.242, -1.046], [1.529, 1.187, -0.439]], "e_homo_ev": -5.21, "charge": 0, "relative_energy_kcal_mol": 86.6}